Entry 1:
{"formula": "C38H38AlFN5O7S2", "method": "wB97M-V/def2-TZVPD", "species": ["Al", "F", "C", "C", "C", "C", "O", "C", "C", "N", "C", "C", "C", "C", "C", "C", "N", "C", "C", "N", "C", "C", "C", "O", "O", "H", "H", "H", "H", "H", "H", "H", "H", "H", "H", "H", "H", "H", "H", "H", "H", "H", "H", "O", "C", "O", "C", "C", "C", "C", "C", "C", "S", "H", "H", "H", "H", "C", "N", "C", "N", "O", "H", "H", "H", "H", "H", "H", "O", "S", "C", "C", "C", "C", "C", "C", "C", "C", "C", "C", "C", "C", "H", "H", "H", "H", "H", "H", "H", "H", "H", "H"], "coordinates": [[0.729, 2.158, 0.406], [-5.226, -0.411, -0.773], [-4.123, -1.120, -0.441], [-2.939, -0.387, -0.285], [-1.682, -1.052, -0.143], [-0.528, -0.274, -0.093], [-0.571, 1.012, -0.211], [0.727, -1.002, 0.097], [0.732, -2.373, 0.048], [-0.454, -3.128, -0.014], [-0.498, -4.482, 0.390], [0.784, -5.328, 0.454], [-0.160, -5.512, -0.669], [-1.658, -2.449, -0.164], [-2.871, -3.136, -0.346], [-4.131, -2.528, -0.389], [-5.213, -3.346, -0.118], [-5.060, -4.750, -0.483], [-6.337, -5.533, -0.515], [-7.000, -5.363, 0.798], [-7.406, -3.931, 1.060], [-6.280, -2.866, 0.784], [2.014, -0.343, 0.523], [3.100, -0.903, 0.413], [1.896, 0.932, 0.906], [-2.958, 0.693, -0.353], [1.699, -2.917, 0.068], [-1.314, -4.806, 1.033], [0.716, -6.176, 1.168], [1.759, -4.813, 0.309], [-0.828, -6.350, -0.583], [0.133, -5.161, -1.637], [-2.765, -4.195, -0.506], [-4.224, -5.131, 0.188], [-4.665, -4.780, -1.481], [-6.099, -6.603, -0.656], [-7.088, -5.200, -1.226], [-6.300, -5.615, 1.509], [-7.787, -6.036, 0.854], [-7.808, -3.860, 2.079], [-8.158, -3.761, 0.291], [-5.815, -2.486, 1.730], [-6.787, -1.989, 0.311], [-0.833, 0.554, 3.514], [0.085, 1.306, 3.128], [-0.068, 2.169, 2.135], [1.407, 1.288, 3.937], [1.557, 0.353, 4.941], [2.746, 0.272, 5.642], [3.830, 1.103, 5.305], [3.680, 2.084, 4.326], [2.452, 2.271, 3.608], [2.423, 3.509, 2.379], [0.712, -0.303, 5.177], [2.806, -0.474, 6.468], [4.856, 0.938, 5.740], [4.508, 2.717, 3.964], [-1.427, 5.768, -1.651], [-1.729, 5.490, -0.268], [-1.220, 4.457, 0.405], [-1.582, 4.366, 1.730], [-0.394, 3.646, -0.136], [-2.276, 6.359, -2.089], [-1.426, 4.766, -2.158], [-0.534, 6.311, -1.848], [-2.353, 6.142, 0.212], [-1.819, 5.217, 2.258], [-1.088, 3.611, 2.251], [1.699, 2.601, -1.073], [2.862, 3.532, -1.512], [2.963, 3.151, -3.243], [3.130, 4.040, -4.283], [3.240, 3.543, -5.570], [3.347, 2.160, -5.812], [3.361, 1.279, -4.736], [3.063, 1.794, -3.452], [4.491, 2.856, -1.123], [4.749, 1.565, -0.575], [6.087, 1.234, -0.307], [7.120, 2.183, -0.569], [6.839, 3.383, -1.136], [5.512, 3.720, -1.468], [3.160, 5.104, -4.066], [3.312, 4.213, -6.439], [3.562, 1.779, -6.796], [3.457, 0.209, -4.982], [2.878, 1.154, -2.560], [4.004, 0.834, -0.255], [6.313, 0.324, 0.207], [8.118, 1.921, -0.287], [7.609, 4.117, -1.332], [5.258, 4.685, -1.936]], "multiplicity": 1, "total_charge": 1, "orbital_gap_ev": 3.165, "homo_ev": -6.8, "largest_force_ev_per_a": 3.8, "e_above_lowest_kcal_mol": 40.8}

---

Entry 2:
{"formula": "C38H38BrN4O3PbS3", "method": "wB97M-V/def2-TZVPD", "species": ["Pb", "C", "C", "N", "N", "C", "S", "S", "C", "C", "C", "C", "C", "C", "C", "C", "C", "C", "C", "C", "C", "O", "H", "H", "H", "H", "H", "H", "H", "H", "H", "H", "H", "H", "H", "H", "Br", "C", "C", "C", "C", "O", "C", "C", "N", "C", "C", "C", "C", "C", "C", "C", "C", "N", "C", "C", "H", "H", "H", "H", "H", "H", "H", "H", "H", "H", "C", "C", "C", "S", "O", "C", "C", "C", "H", "H", "H", "H", "H", "H", "H", "H", "H", "H", "H", "H", "H", "H"], "coordinates": [[0.438, -0.788, 0.188], [0.482, 3.752, 0.318], [1.393, 2.747, 1.054], [2.002, 1.893, 0.231], [3.234, 1.537, 0.620], [3.703, 0.374, 0.169], [2.986, -0.756, -0.808], [5.145, -0.348, 0.937], [5.806, 1.176, 1.642], [6.225, 2.159, 0.567], [7.438, 1.952, -0.126], [7.782, 2.682, -1.217], [7.079, 3.877, -1.496], [5.972, 4.170, -0.726], [5.501, 3.318, 0.285], [1.399, 2.631, 2.460], [1.145, 3.791, 3.192], [1.238, 3.718, 4.583], [1.607, 2.496, 5.220], [1.756, 1.337, 4.529], [1.559, 1.326, 3.059], [1.430, 0.211, 2.415], [-0.514, 3.396, 0.431], [0.784, 3.820, -0.747], [0.591, 4.734, 0.772], [6.700, 0.899, 2.277], [5.157, 1.741, 2.360], [8.047, 1.185, 0.311], [8.708, 2.566, -1.721], [7.358, 4.548, -2.290], [5.417, 5.066, -0.954], [4.489, 3.524, 0.717], [0.921, 4.704, 2.654], [1.224, 4.612, 5.166], [1.586, 2.515, 6.263], [2.015, 0.365, 4.948], [1.637, -8.665, 0.234], [1.053, -6.889, 0.616], [1.217, -6.349, 1.918], [1.208, -5.000, 2.120], [0.948, -4.077, 1.035], [1.040, -2.785, 1.253], [0.846, -4.620, -0.345], [0.782, -3.845, -1.521], [0.263, -2.624, -1.638], [-0.377, -2.330, -2.817], [-0.641, -3.329, -3.803], [-1.177, -2.903, -5.122], [-1.441, -1.562, -5.327], [-1.238, -0.509, -4.375], [-1.266, 0.839, -4.708], [-0.708, 1.757, -3.823], [0.002, 1.297, -2.718], [-0.058, 0.009, -2.324], [-0.537, -0.929, -3.174], [0.746, -6.054, -0.437], [1.514, -7.121, 2.663], [1.531, -4.653, 3.085], [1.187, -4.361, -2.455], [-0.380, -4.402, -3.667], [-1.311, -3.668, -5.842], [-1.887, -1.348, -6.275], [-1.747, 1.202, -5.590], [-0.783, 2.809, -4.054], [0.607, 2.030, -2.094], [0.603, -6.501, -1.408], [-4.559, 3.147, -0.259], [-5.741, 2.217, -0.322], [-5.987, 1.558, 1.050], [-5.343, -0.166, 1.052], [-4.922, -0.566, 2.420], [-6.817, -1.190, 0.661], [-6.503, -2.655, 0.291], [-6.231, -3.512, 1.505], [-4.232, 3.312, -1.282], [-3.774, 2.728, 0.311], [-4.846, 4.077, 0.281], [-5.486, 1.378, -0.995], [-6.607, 2.813, -0.699], [-7.047, 1.482, 1.391], [-5.322, 2.049, 1.792], [-7.118, -0.742, -0.286], [-7.547, -1.157, 1.549], [-5.647, -2.655, -0.404], [-7.334, -3.099, -0.303], [-5.265, -3.265, 1.976], [-6.129, -4.585, 1.231], [-6.977, -3.518, 2.350]], "multiplicity": 1, "total_charge": -1, "orbital_gap_ev": 4.898, "homo_ev": -3.6, "largest_force_ev_per_a": 4.0, "e_above_lowest_kcal_mol": 22.5}

---

Entry 3:
{"formula": "C38H38F4N3O3PS", "method": "wB97M-V/def2-TZVPD", "species": ["C", "C", "O", "C", "O", "C", "C", "C", "C", "C", "C", "N", "S", "N", "C", "C", "P", "O", "C", "C", "C", "N", "H", "H", "H", "H", "H", "H", "H", "H", "H", "H", "H", "H", "H", "H", "H", "H", "H", "H", "F", "C", "C", "C", "C", "C", "C", "H", "H", "H", "H", "H", "F", "C", "C", "C", "C", "C", "C", "H", "H", "H", "H", "H", "F", "C", "C", "C", "C", "C", "C", "H", "H", "H", "H", "H", "F", "C", "C", "C", "C", "C", "C", "H", "H", "H", "H", "H"], "coordinates": [[5.463, -3.005, -1.063], [5.434, -1.354, -0.988], [5.325, -0.745, -2.324], [4.040, -1.075, -2.975], [3.802, -2.139, -3.750], [2.803, -0.009, -2.757], [1.902, -0.506, -1.439], [0.376, -0.721, -1.999], [-0.622, -1.551, -0.997], [-0.817, -0.960, 0.545], [-1.800, -1.608, 1.686], [-2.035, -1.108, 3.104], [-3.197, -2.265, 3.715], [-3.458, -3.339, 2.323], [-2.590, -2.939, 1.144], [-2.453, -3.644, -0.357], [-3.528, -5.194, -0.665], [-3.282, -6.351, 0.415], [-1.439, -2.935, -1.454], [-1.264, -3.610, -2.966], [0.358, -3.954, -3.169], [0.840, -4.386, -4.386], [6.268, -3.361, -0.289], [5.743, -3.356, -2.146], [4.434, -3.466, -0.749], [4.572, -1.038, -0.251], [6.489, -1.021, -0.554], [3.167, 1.114, -2.648], [2.162, -0.043, -3.752], [2.373, -1.439, -0.909], [1.964, 0.399, -0.666], [-0.097, 0.368, -2.124], [0.397, -1.164, -3.106], [-0.203, 0.018, 0.825], [-3.422, -5.748, -2.000], [-4.923, -4.751, -0.535], [-1.811, -4.669, -3.028], [-1.658, -2.923, -3.829], [1.118, -3.793, -2.269], [1.881, -4.499, -4.267], [-1.521, 1.285, -1.185], [-2.266, 2.359, -0.893], [-1.695, 3.625, -0.956], [-2.473, 4.745, -0.657], [-3.810, 4.584, -0.289], [-4.373, 3.308, -0.224], [-3.599, 2.190, -0.533], [-0.652, 3.730, -1.236], [-2.038, 5.740, -0.711], [-4.415, 5.457, -0.052], [-5.413, 3.185, 0.067], [-4.022, 1.192, -0.497], [-7.005, -2.513, 2.648], [-7.208, -3.760, 3.096], [-8.505, -4.198, 3.337], [-8.717, -5.497, 3.798], [-7.627, -6.341, 4.025], [-6.328, -5.890, 3.785], [-6.117, -4.594, 3.312], [-9.339, -3.526, 3.163], [-9.728, -5.852, 3.982], [-7.792, -7.352, 4.389], [-5.480, -6.547, 3.965], [-5.115, -4.231, 3.112], [6.276, 4.221, -0.695], [7.167, 3.307, -1.101], [8.477, 3.377, -0.639], [9.404, 2.422, -1.058], [9.013, 1.414, -1.943], [7.697, 1.356, -2.405], [6.768, 2.304, -1.977], [8.764, 4.171, 0.041], [10.428, 2.463, -0.697], [9.737, 0.673, -2.273], [7.396, 0.573, -3.097], [5.738, 2.269, -2.319], [0.180, 6.188, 0.234], [-0.072, 6.554, 1.498], [-1.333, 6.328, 2.038], [-1.595, 6.705, 3.355], [-0.594, 7.314, 4.115], [0.668, 7.542, 3.563], [0.932, 7.155, 2.249], [-2.101, 5.861, 1.429], [-2.575, 6.525, 3.789], [-0.799, 7.612, 5.141], [1.444, 8.020, 4.155], [1.910, 7.316, 1.807]], "multiplicity": 1, "total_charge": 0, "orbital_gap_ev": 6.796, "smiles": "[H]/N=C/Cc1c(CCCC(=O)OCC)cc2nsnc2c1[PH2]=O.Fc1ccccc1.Fc1ccccc1.Fc1ccccc1.Fc1ccccc1", "homo_ev": -8.7, "largest_force_ev_per_a": 8.5, "e_above_lowest_kcal_mol": 321.7}

---

Entry 4:
{"formula": "C38H38F5N2O5SSeSn", "method": "wB97M-V/def2-TZVPD", "species": ["Sn", "C", "C", "C", "C", "C", "C", "C", "C", "C", "C", "C", "C", "H", "H", "H", "H", "H", "H", "H", "H", "H", "H", "H", "H", "H", "H", "H", "H", "H", "H", "C", "C", "N", "C", "C", "C", "S", "N", "C", "O", "C", "C", "C", "C", "C", "C", "H", "H", "H", "H", "H", "H", "H", "H", "H", "H", "H", "H", "H", "H", "H", "F", "C", "C", "F", "C", "F", "C", "Se", "C", "F", "C", "F", "O", "C", "O", "C", "C", "C", "C", "O", "C", "O", "C", "C", "H", "H", "H", "H", "H"], "coordinates": [[-1.042, 1.086, -0.584], [-3.248, 4.316, 0.242], [-3.301, 3.044, -0.569], [-3.786, 1.854, 0.006], [-4.072, 1.792, 1.489], [-4.055, 0.734, -0.811], [-4.728, -0.472, -0.201], [-3.772, 0.786, -2.184], [-4.194, -0.332, -3.109], [-3.098, 1.899, -2.710], [-2.648, 1.906, -4.149], [-2.886, 3.040, -1.912], [-2.270, 4.274, -2.524], [-2.259, 4.477, 0.680], [-3.975, 4.295, 1.049], [-3.486, 5.176, -0.379], [-5.133, 1.943, 1.698], [-3.505, 2.542, 2.034], [-3.798, 0.822, 1.900], [-5.782, -0.253, -0.011], [-4.281, -0.743, 0.754], [-4.673, -1.345, -0.843], [-3.396, -1.068, -3.248], [-4.456, 0.061, -4.088], [-5.069, -0.852, -2.732], [-3.341, 2.473, -4.775], [-2.570, 0.901, -4.554], [-1.671, 2.376, -4.251], [-2.988, 4.778, -3.174], [-1.404, 4.025, -3.135], [-1.939, 4.980, -1.769], [4.653, 0.410, 1.559], [4.836, -0.648, 0.473], [3.774, -1.662, 0.471], [4.053, -2.928, 1.172], [3.652, -2.905, 2.640], [2.551, -1.443, -0.005], [2.343, 0.154, -0.801], [1.627, -2.354, 0.181], [0.321, -2.139, 0.043], [-0.166, -1.088, -0.454], [-0.593, -3.186, 0.551], [-1.960, -3.079, 0.293], [-2.846, -3.993, 0.834], [-2.372, -5.024, 1.636], [-1.012, -5.146, 1.882], [-0.122, -4.232, 1.343], [5.466, 1.133, 1.502], [4.658, -0.041, 2.551], [3.714, 0.952, 1.438], [5.775, -1.175, 0.624], [4.876, -0.176, -0.508], [5.122, -3.110, 1.070], [3.518, -3.715, 0.648], [4.315, -2.266, 3.224], [3.704, -3.913, 3.052], [2.632, -2.537, 2.746], [-2.311, -2.275, -0.339], [-3.905, -3.906, 0.631], [-3.065, -5.733, 2.070], [-0.644, -5.958, 2.496], [0.938, -4.308, 1.538], [3.246, 1.879, -7.495], [2.762, 1.444, -6.342], [1.707, 0.545, -6.327], [1.164, 0.129, -7.463], [1.228, 0.099, -5.113], [0.194, -0.753, -5.091], [1.768, 0.510, -3.899], [0.864, -0.253, -2.374], [2.795, 1.437, -3.940], [3.321, 1.944, -2.823], [3.297, 1.896, -5.149], [4.286, 2.782, -5.159], [1.321, 3.457, 1.948], [0.832, 2.363, 1.838], [0.062, 2.027, 0.804], [1.057, 1.271, 2.838], [0.308, 0.103, 2.833], [0.526, -0.913, 3.766], [1.524, -0.700, 4.685], [1.945, -1.530, 5.676], [2.965, -0.823, 6.386], [3.190, 0.410, 5.709], [2.272, 0.470, 4.700], [2.063, 1.475, 3.796], [-0.484, -0.021, 2.107], [-0.064, -1.819, 3.776], [3.882, -1.414, 6.390], [2.634, -0.629, 7.408], [2.628, 2.397, 3.807]], "multiplicity": 1, "total_charge": 1, "orbital_gap_ev": 7.233, "homo_ev": -10.5, "largest_force_ev_per_a": 1.3, "e_above_lowest_kcal_mol": 46.7}

---

Entry 5:
{"formula": "C38H38MnN3O4P2S2", "method": "wB97M-V/def2-TZVPD", "species": ["Mn", "C", "C", "P", "C", "C", "C", "C", "C", "C", "C", "C", "C", "C", "C", "C", "P", "C", "C", "C", "C", "C", "C", "C", "C", "C", "C", "C", "C", "H", "H", "H", "H", "H", "H", "H", "H", "H", "H", "H", "H", "H", "H", "H", "H", "H", "H", "H", "H", "H", "H", "H", "H", "O", "C", "O", "C", "C", "C", "C", "C", "C", "S", "H", "H", "H", "H", "N", "C", "C", "O", "O", "H", "H", "H", "H", "S", "C", "N", "C", "C", "N", "H", "H", "H", "H", "H", "H"], "coordinates": [[-0.979, -0.592, -1.268], [-0.131, 1.259, 4.159], [-0.972, 2.286, 3.375], [-0.876, 2.039, 1.538], [-1.910, 3.452, 0.988], [-3.257, 3.456, 1.356], [-4.118, 4.445, 0.911], [-3.649, 5.448, 0.074], [-2.319, 5.444, -0.317], [-1.456, 4.454, 0.134], [0.826, 2.617, 1.189], [1.614, 1.801, 0.383], [2.922, 2.156, 0.078], [3.459, 3.324, 0.597], [2.688, 4.136, 1.422], [1.380, 3.784, 1.715], [0.464, -0.191, 3.151], [1.539, -0.953, 4.433], [1.069, -1.643, 5.548], [1.952, -2.149, 6.490], [3.320, -1.971, 6.329], [3.800, -1.293, 5.218], [2.914, -0.795, 4.272], [-0.958, -1.342, 3.199], [-2.249, -0.980, 3.574], [-3.296, -1.895, 3.500], [-3.059, -3.187, 3.057], [-1.772, -3.560, 2.681], [-0.734, -2.645, 2.741], [-0.643, 0.932, 5.069], [0.801, 1.732, 4.481], [-0.694, 3.307, 3.643], [-2.032, 2.188, 3.623], [-3.649, 2.660, 1.980], [-5.162, 4.418, 1.197], [-4.322, 6.213, -0.289], [-1.948, 6.209, -0.988], [-0.425, 4.455, -0.194], [1.211, 0.855, 0.034], [3.515, 1.506, -0.552], [4.482, 3.600, 0.369], [3.107, 5.047, 1.834], [0.783, 4.435, 2.343], [0.003, -1.792, 5.676], [1.572, -2.688, 7.350], [4.010, -2.370, 7.063], [4.866, -1.168, 5.076], [3.286, -0.300, 3.383], [-2.455, 0.022, 3.929], [-4.295, -1.592, 3.787], [-3.873, -3.899, 2.993], [-1.581, -4.560, 2.314], [0.263, -2.923, 2.413], [2.038, -2.289, 0.999], [1.300, -2.135, 0.021], [0.346, -1.290, -0.013], [1.547, -3.016, -1.202], [2.815, -3.598, -1.262], [3.197, -4.440, -2.290], [2.278, -4.735, -3.290], [1.013, -4.182, -3.242], [0.615, -3.312, -2.215], [-1.056, -2.737, -2.283], [3.494, -3.363, -0.453], [4.192, -4.865, -2.308], [2.544, -5.398, -4.106], [0.287, -4.419, -4.011], [-2.547, -1.115, -0.034], [-3.478, 0.016, 0.078], [-3.328, 0.960, -1.123], [-4.273, 1.665, -1.445], [-2.155, 0.952, -1.666], [-2.981, -1.912, -0.487], [-2.223, -1.437, 0.873], [-3.199, 0.595, 0.959], [-4.520, -0.287, 0.184], [0.828, 0.478, -2.667], [0.422, 0.160, -4.256], [-0.436, -0.754, -4.704], [-0.476, -0.810, -6.152], [0.225, 0.504, -6.542], [0.956, 0.823, -5.323], [-0.801, -1.468, -4.058], [-1.501, -0.852, -6.517], [0.064, -1.684, -6.528], [-0.504, 1.282, -6.788], [0.899, 0.374, -7.389], [1.337, 1.737, -5.152]], "multiplicity": 2, "s2": 1.246, "total_charge": -1, "orbital_gap_ev": [6.936, 6.609], "homo_ev": [-4.5, -4.1], "largest_force_ev_per_a": 0.5}

---

Which formula does entry 4 have? C38H38F5N2O5SSeSn